Entry from the Open Molecules 2025 dataset: a cluster of 6 separate species, C33H68BN2O13S5 in total (ωB97M-V/def2-TZVPD).

Each atom is followed by the atoms it is bonded to, with distances in Å.
Atoms and positions in Å:
1 C -4.92854 -3.92191 2.13734  C2 1.529, H20 1.089, H21 1.094, H22 1.090
2 C -3.83936 -2.85582 2.01240  C1 1.529, O3 1.427, H23 1.095, H24 1.094
3 O -2.75410 -3.41503 1.27360  C2 1.427, B4 1.393
4 B -2.32548 -2.60539 0.22404  O3 1.393, O5 1.371, C6 1.600
5 O -2.99486 -2.72223 -0.96667  B4 1.371, H25 0.983
6 C -1.08530 -1.60163 0.34029  B4 1.600, C7 1.536, C10 1.548, C19 1.561
7 C -1.51867 -0.28798 -0.32823  C6 1.536, N8 1.474, H26 1.098, H27 1.090
8 N -2.52697 0.46465 0.43903  C7 1.474, C9 1.472, H28 1.014
9 C -2.38874 1.91092 0.20278  N8 1.472, H29 1.093, H30 1.096, H31 1.095
10 C -0.70847 -1.47609 1.83622  C6 1.548, C11 1.540, H32 1.092, H33 1.094
11 C 0.70944 -0.96696 2.15445  C10 1.540, C12 1.559, C13 1.546, N14 1.473
12 C 0.96647 -1.33525 3.64780  C11 1.559, H34 1.090, H35 1.088, H36 1.093
13 C 0.75187 0.57842 2.12342  C11 1.546, H37 1.087, H38 1.095, H39 1.087
14 N 1.78576 -1.61718 1.38689  C11 1.473, O15 1.283, C16 1.489
15 O 2.92699 -1.05190 1.54373  N14 1.283
16 C 1.50513 -1.76765 -0.06773  N14 1.489, C17 1.571, C18 1.565, C19 1.540
17 C 2.49880 -2.87185 -0.57993  C16 1.571, H40 1.082, H41 1.094, H42 1.089
18 C 1.87119 -0.49486 -0.90195  C16 1.565, H43 1.078, H44 1.088, H45 1.087
19 C 0.09817 -2.29589 -0.40452  C6 1.561, C16 1.540, H46 1.092, H47 1.092
20 H -4.51409 -4.85697 2.51136  C1 1.089
21 H -5.68092 -3.58374 2.85532  C1 1.094
22 H -5.40062 -4.12679 1.17669  C1 1.090
23 H -3.51535 -2.64670 3.03705  C2 1.095
24 H -4.21930 -1.94925 1.53116  C2 1.094
25 H -3.90313 -2.36108 -0.85974  O5 0.983
26 H -1.92709 -0.53622 -1.31640  C7 1.098
27 H -0.65121 0.33889 -0.53667  C7 1.090
28 H -3.43007 0.22852 0.04351  N8 1.014
29 H -3.35688 2.41126 0.12299  C9 1.093
30 H -1.83082 2.16180 -0.70690  C9 1.096
31 H -1.85497 2.36382 1.04434  C9 1.095
32 H -0.83884 -2.41379 2.38081  C10 1.092
33 H -1.39851 -0.76430 2.29863  C10 1.094
34 H 0.03901 -1.29788 4.21868  C12 1.090
35 H 1.73372 -0.70334 4.08926  C12 1.088
36 H 1.28945 -2.37971 3.66053  C12 1.093
37 H 1.73840 0.96908 2.35983  C13 1.087
38 H 0.10704 0.89750 2.94910  C13 1.095
39 H 0.32212 1.01245 1.22468  C13 1.087
40 H 3.08767 -2.50465 -1.41015  C17 1.082
41 H 1.94729 -3.73148 -0.97249  C17 1.094
42 H 3.14267 -3.23272 0.22102  C17 1.089
43 H 2.93954 -0.41315 -1.02285  C18 1.078
44 H 1.44931 -0.66881 -1.88949  C18 1.088
45 H 1.42502 0.41143 -0.50098  C18 1.087
46 H 0.06069 -3.37228 -0.22367  C19 1.092
47 H -0.04983 -2.11501 -1.47106  C19 1.092
48 C 7.41745 -2.81028 -1.24482  C49 1.536, C54 1.523, H55 1.083, H56 1.090
49 C 7.26628 -4.18209 -1.91928  C48 1.536, C50 1.534, H57 1.093, H58 1.090
50 C 6.08232 -4.08092 -2.88870  C49 1.534, S51 1.797, H59 1.088, H60 1.089
51 S 5.99423 -2.35696 -3.38906  C50 1.797, O52 1.435, O53 1.442, C54 1.783
52 O 4.78182 -1.79153 -2.86934  S51 1.435
53 O 6.36825 -2.24599 -4.77677  S51 1.442
54 C 7.33649 -1.78197 -2.36542  C48 1.523, S51 1.783, H61 1.088, H62 1.090
55 H 8.35076 -2.72878 -0.70080  C48 1.083
56 H 6.60124 -2.65420 -0.53888  C48 1.090
57 H 8.17975 -4.42180 -2.46883  C49 1.093
58 H 7.10703 -4.97586 -1.18961  C49 1.090
59 H 6.21698 -4.70257 -3.77096  C50 1.088
60 H 5.14401 -4.33401 -2.39677  C50 1.089
61 H 7.11976 -0.77576 -2.01134  C54 1.088
62 H 8.24450 -1.77990 -2.96869  C54 1.090
63 C -7.89688 1.29751 -0.88985  C64 1.535, C69 1.523, H70 1.093, H71 1.092
64 C -8.53890 -0.08982 -1.02606  C63 1.535, C65 1.535, H72 1.092, H73 1.089
65 C -7.64521 -0.92582 -1.95199  C64 1.535, S66 1.793, H74 1.088, H75 1.088
66 S -5.98743 -0.26986 -1.76082  C65 1.793, O67 1.437, O68 1.450, C69 1.787
67 O -5.57251 0.31519 -3.00572  S66 1.437
68 O -5.16424 -1.24124 -1.06641  S66 1.450
69 C -6.41893 1.04131 -0.62660  C63 1.523, S66 1.787, H76 1.089, H77 1.092
70 H -8.34597 1.88391 -0.08462  C63 1.093
71 H -8.02055 1.85544 -1.82039  C63 1.092
72 H -8.59224 -0.56268 -0.04265  C64 1.092
73 H -9.55461 -0.02713 -1.41445  C64 1.089
74 H -7.64727 -1.97897 -1.67923  C65 1.088
75 H -7.92940 -0.81391 -2.99661  C65 1.088
76 H -5.78916 1.90931 -0.81464  C69 1.089
77 H -6.25792 0.67151 0.38789  C69 1.092
78 C 4.00408 3.41853 -5.05636  C79 1.534, C84 1.525, H85 1.090, H86 1.093
79 C 5.35413 3.35454 -4.33111  C78 1.534, C80 1.534, H87 1.092, H88 1.090
80 C 5.22218 2.32276 -3.20377  C79 1.534, S81 1.798, H89 1.087, H90 1.089
81 S 3.97549 1.14507 -3.74291  C80 1.798, O82 1.443, O83 1.435, C84 1.792
82 O 2.83862 1.25358 -2.86006  S81 1.443
83 O 4.60096 -0.11460 -4.02586  S81 1.435
84 C 3.58531 1.96970 -5.28501  C78 1.525, S81 1.792, H91 1.088, H92 1.090
85 H 4.07463 3.96685 -5.99535  C78 1.090
86 H 3.26968 3.92385 -4.42437  C78 1.093
87 H 6.12856 3.03617 -5.03243  C79 1.092
88 H 5.64825 4.32783 -3.93931  C79 1.090
89 H 6.15598 1.79517 -3.02502  C80 1.087
90 H 4.87255 2.78020 -2.27977  C80 1.089
91 H 2.52601 1.85613 -5.50461  C84 1.088
92 H 4.18354 1.50418 -6.06798  C84 1.090
93 C 5.69564 -1.34978 3.32117  C94 1.535, C99 1.523, H100 1.089, H101 1.093
94 C 6.49047 -0.30710 4.11869  C93 1.535, C95 1.534, H102 1.092, H103 1.090
95 C 7.78732 -0.02758 3.34783  C94 1.534, S96 1.796, H104 1.087, H105 1.089
96 S 7.41611 -0.34331 1.61903  C95 1.796, O97 1.445, O98 1.442, C99 1.790
97 O 8.19831 -1.47441 1.17544  S96 1.445
98 O 7.41389 0.90188 0.89213  S96 1.442
99 C 5.72691 -0.87806 1.87300  C93 1.523, S96 1.790, H106 1.087, H107 1.089
100 H 4.67356 -1.44621 3.68449  C93 1.089
101 H 6.17880 -2.32644 3.40701  C93 1.093
102 H 5.90510 0.61146 4.19885  C94 1.092
103 H 6.70275 -0.64886 5.13132  C94 1.090
104 H 8.11339 1.00370 3.46033  C95 1.087
105 H 8.58674 -0.70337 3.64706  C95 1.089
106 H 5.47497 -1.65825 1.15907  C99 1.087
107 H 5.07936 -0.01488 1.72524  C99 1.089
108 C -8.84549 5.68066 3.32334  C109 1.534, C114 1.526, H115 1.089, H116 1.092
109 C -7.50995 6.09094 2.69086  C108 1.534, C110 1.534, H117 1.092, H118 1.089
110 C -6.92129 4.84786 2.01245  C109 1.534, S111 1.795, H119 1.088, H120 1.089
111 S -8.31918 3.81906 1.55439  C110 1.795, O112 1.441, O113 1.437, C114 1.788
112 O -8.26400 2.59488 2.31328  S111 1.441
113 O -8.45871 3.83268 0.12440  S111 1.437
114 C -9.57995 4.87518 2.25553  C108 1.526, S111 1.788, H121 1.088, H122 1.090
115 H -9.42591 6.54599 3.63984  C108 1.089
116 H -8.66278 5.05716 4.20151  C108 1.092
117 H -7.68551 6.86876 1.94472  C109 1.092
118 H -6.82080 6.49696 3.42989  C109 1.089
119 H -6.35737 5.10266 1.11815  C110 1.088
120 H -6.29530 4.27566 2.69542  C110 1.089
121 H -10.38912 4.26659 2.65343  C114 1.088
122 H -9.95120 5.52085 1.45998  C114 1.090

Properties
HOMO (alpha / beta) in eV: -8.116 / -8.737
Multiplicity: 2
E in eV: -119771.1267
Gap between HOMO and LUMO (alpha / beta) in hartree: 0.3085 / 0.3313
Net charge: 0
⟨S²⟩: 0.754